Below is a structure of composition C14H23BaF3NP at a distorted geometry, with properties calculated with the ωB97M-V functional and the def2-TZVPD basis.

```
43
Properties=species:S:1:pos:R:3:mulliken_charge:R:1
C 0.094 -4.925 -0.597 -0.7488
C 0.329 -4.115 -1.705 -0.6457
C 0.108 -2.727 -1.610 0.1753
C -0.346 -2.204 -0.422 1.0900
C -0.563 -2.982 0.689 -0.3133
C -0.333 -4.369 0.616 -0.6129
C 0.380 -1.780 -2.766 -1.5141
C -0.586 -0.552 -2.782 -1.5890
N -1.676 -0.697 -3.607 -0.0399
Ba 0.497 0.403 -0.691 1.6767
C -1.023 -2.278 1.946 -1.3450
P -1.637 -0.599 1.438 0.2995
H 0.670 -4.526 -2.663 0.3679
H -0.505 -4.982 1.503 0.4274
H 0.242 -6.003 -0.669 0.3581
H -0.190 -2.102 2.651 0.4555
H -1.824 -2.811 2.480 0.5111
H 1.436 -1.402 -2.747 0.4256
H 0.292 -2.297 -3.735 0.4400
H -1.159 -0.499 -1.779 0.9103
C -2.170 0.029 3.062 -1.1826
C -3.260 -1.132 0.791 -1.2464
H -0.018 0.373 -3.075 0.9421
C -2.638 -1.724 -3.223 -0.9428
C -2.248 0.472 -4.254 -1.0083
H 0.325 2.675 0.845 0.1286
H -3.449 -1.734 -3.965 0.4025
H -2.162 -2.713 -3.187 0.2367
H -3.079 -1.525 -2.227 0.2625
H -3.070 0.142 -4.906 0.3045
H -2.649 1.205 -3.526 0.2877
H -1.488 0.979 -4.868 0.3190
H -3.818 -1.645 1.588 0.4146
H -3.820 -0.245 0.465 0.3876
H -3.143 -1.810 -0.062 0.2642
H -2.767 -0.726 3.592 0.3455
H -1.284 0.287 3.655 0.3446
H -2.770 0.935 2.906 0.3782
H -0.339 2.849 0.207 -0.0472
F 3.924 -0.200 0.617 -0.2997
C 3.003 -0.990 -0.054 -0.0132
F 3.711 -1.455 -1.162 -0.3109
F 2.900 -2.125 0.748 -0.2961
```

Summary:
ΔE to the lowest compared entry with this formula, charge and spin in kcal per mole: 0.0
Frontier orbital gap in eV: 6.27
Net charge: 0

***

Below is the molecule C3H10N2O at a distorted geometry, with properties calculated with the ωB97M-V functional and the def2-TZVPD basis.

```
16
Properties=species:S:1:pos:R:3:mulliken_charge:R:1
C 1.871 -0.742 0.376 -0.9411
N 0.787 -0.141 -0.401 -0.0936
C 0.674 1.283 -0.088 -0.8862
C -0.476 -0.835 -0.113 -0.4192
O -1.556 -0.364 -0.943 -0.2614
N -2.602 0.237 -0.113 -0.5163
H 1.702 -0.663 1.456 0.3554
H 1.986 -1.802 0.122 0.3056
H 2.826 -0.260 0.141 0.3152
H 0.403 1.459 0.960 0.3482
H 1.622 1.795 -0.286 0.3500
H -0.072 1.767 -0.727 0.2276
H -0.737 -0.773 0.953 0.3938
H -0.367 -1.899 -0.354 0.3219
H -3.428 -0.241 -0.477 0.2627
H -2.633 1.179 -0.507 0.2374
```

Summary:
ΔE to the lowest compared entry with this formula, charge and spin in kcal per mole: 68.7
Frontier orbital gap in eV: 9.85
Net charge: 0

***

Below is the ion C5H10N6O2S with charge +2 at a distorted geometry, with properties calculated with the ωB97M-V functional and the def2-TZVPD basis.

```
24
Properties=species:S:1:pos:R:3:mulliken_charge:R:1
C 0.646 0.464 -0.149 -0.3216
C 0.487 -1.014 -0.043 0.2731
C -3.121 0.694 -0.009 -0.1112
C -4.444 0.052 0.052 0.5250
C 2.669 -0.542 0.136 0.3699
N -0.612 -1.714 -0.172 -0.2268
N -2.001 0.089 -0.147 -0.1459
N 1.780 -1.572 0.137 -0.1241
N 2.118 0.645 0.097 0.5185
N -1.902 -1.276 -0.035 -0.0683
N 2.828 1.837 -0.014 -0.9864
O -4.343 -1.311 0.110 -0.4978
O -5.501 0.628 0.111 -0.4382
S 4.382 -0.673 0.047 -0.1447
H 0.244 0.676 -1.101 0.4382
H -3.237 1.828 0.001 0.3778
H -0.436 -2.732 -0.212 0.3206
H 2.090 -2.482 0.461 0.2814
H -0.136 1.076 0.538 0.3668
H -2.574 -1.840 -0.412 0.3336
H -5.163 -1.832 0.091 0.3707
H 3.066 2.236 0.945 0.3013
H 2.354 2.539 -0.541 0.2790
H 4.519 0.646 -0.396 0.3089
```

Summary:
ΔE to the lowest compared entry with this formula, charge and spin in kcal per mole: 3.1
Frontier orbital gap in eV: 8.48
Net charge: +2

***

Below is a structure of composition C16H28PdS3Si2, with properties calculated with the ωB97M-V functional and the def2-TZVPD basis.

```
50
Properties=species:S:1:pos:R:3:mulliken_spin:R:1
Pd -0.361 0.437 0.973 1.0643
C 2.690 -0.962 -0.166 0.0047
Si 1.984 0.258 1.100 0.2156
C 2.795 -0.186 2.749 0.0786
C 2.622 1.965 0.581 -0.0152
C 3.916 2.397 0.884 0.0151
C 4.381 3.632 0.456 0.0000
C 3.553 4.460 -0.290 0.0048
C 2.265 4.046 -0.596 -0.0021
C 1.782 2.806 -0.168 0.0050
Si 0.027 2.231 -0.564 0.2320
C -0.038 1.789 -2.400 0.0195
C -1.138 3.698 -0.303 0.0616
H 3.768 -0.808 -0.262 -0.0005
H 2.245 -0.812 -1.153 -0.0033
H 2.532 -2.003 0.130 0.0008
H 3.885 -0.200 2.657 0.0066
H 2.478 -1.178 3.080 -0.0076
H 2.526 0.530 3.527 0.0125
H 4.575 1.764 1.469 0.0009
H 5.385 3.951 0.705 0.0007
H 3.909 5.426 -0.626 0.0005
H 1.626 4.706 -1.175 0.0032
H 0.268 2.643 -3.011 0.0033
H -1.045 1.497 -2.713 -0.0021
H 0.634 0.959 -2.625 -0.0015
H -0.841 4.550 -0.924 0.0068
H -1.127 4.022 0.739 0.0116
H -2.168 3.442 -0.564 -0.0006
C -2.589 -1.783 2.978 0.0129
C -3.554 -0.752 2.403 0.0078
S -2.822 0.542 1.343 -0.0136
C -3.289 0.033 -0.329 0.0182
C -2.616 -1.217 -0.869 -0.0046
S -0.790 -1.174 -0.762 0.1536
C -0.450 -2.853 -0.144 0.0268
C -0.586 -3.055 1.358 -0.0650
S -2.290 -3.250 1.951 0.0025
H -3.004 -2.164 3.911 0.0000
H -1.629 -1.316 3.210 0.0232
H -4.007 -0.199 3.228 0.0010
H -4.365 -1.232 1.853 -0.0022
H -3.038 0.905 -0.935 0.0081
H -4.373 -0.094 -0.365 -0.0052
H -2.875 -1.333 -1.923 0.0028
H -2.954 -2.095 -0.323 -0.0027
H 0.585 -3.034 -0.438 -0.0072
H -1.074 -3.546 -0.710 0.0058
H -0.129 -2.212 1.884 0.1192
H -0.053 -3.963 1.641 0.0033
```

Summary:
Spin multiplicity: 3
ΔE to the lowest compared entry with this formula, charge and spin in kcal per mole: 0.0
Frontier orbital gap (spin up / spin down) in eV: 5.85 / 7.31
Net charge: 0

***

Below is a structure of composition C35H43As2N7PdSe, with properties calculated with the ωB97M-V functional and the def2-TZVPD basis.

```
89
Properties=species:S:1:pos:R:3:mulliken_charge:R:1
Pd -1.281 0.515 -1.101 0.2555
C 0.739 0.688 1.985 -1.6604
C 0.938 -0.817 2.052 -0.9873
As 1.295 -1.715 0.375 0.6184
C -0.234 -1.777 -0.799 0.7625
C -1.523 -1.818 -0.230 -0.8780
C -2.577 -2.405 -0.945 -0.8967
C -2.336 -2.994 -2.171 -0.8344
C -1.054 -2.957 -2.737 -1.2637
C -0.012 -2.345 -2.071 -0.0259
C 1.830 -3.492 0.782 1.1976
C 2.873 -3.671 1.694 -0.3109
C 3.257 -4.958 2.034 -0.8923
C 2.603 -6.050 1.471 -0.7043
C 1.560 -5.863 0.573 -0.7219
C 1.165 -4.580 0.220 -0.1298
As -0.956 1.232 1.187 1.5767
C -0.949 3.126 1.486 -0.0838
C 0.178 3.877 1.146 -0.1756
C 0.209 5.232 1.436 -0.8280
C -0.886 5.837 2.044 -0.5178
C -2.012 5.092 2.365 -0.8893
C -2.050 3.731 2.091 -0.1542
C -2.323 0.504 2.313 0.4755
C -3.578 0.249 1.760 -0.2231
C -4.610 -0.193 2.575 -0.8511
C -4.389 -0.385 3.933 -0.6195
C -3.140 -0.127 4.484 -0.7591
C -2.104 0.325 3.678 -0.2048
H 1.542 1.183 1.436 0.7429
H 0.752 1.097 2.997 0.5558
H 0.076 -1.338 2.482 0.6913
H 1.797 -1.081 2.673 0.7597
H -1.696 -1.535 0.802 0.9260
H -3.561 -2.446 -0.496 0.6373
H -3.138 -3.504 -2.690 0.4995
H -0.871 -3.436 -3.691 0.5332
H 0.980 -2.340 -2.507 0.2766
H 3.377 -2.827 2.154 0.3157
H 4.054 -5.113 2.749 0.4958
H 2.900 -7.053 1.747 0.4557
H 1.046 -6.717 0.154 0.4805
H 0.344 -4.444 -0.472 0.3563
H 1.035 3.415 0.667 0.3417
H 1.087 5.817 1.195 0.4597
H -0.855 6.893 2.277 0.4786
H -2.858 5.565 2.846 0.4781
H -2.921 3.149 2.366 0.4610
H -3.759 0.414 0.702 0.4403
H -5.591 -0.376 2.155 0.4786
H -5.196 -0.727 4.567 0.4420
H -2.977 -0.263 5.545 0.4835
H -1.147 0.557 4.133 0.4262
C -2.213 5.136 -1.472 -1.0523
N -2.492 4.282 -2.629 0.0646
C -3.130 4.889 -3.807 -1.1077
C -2.167 2.993 -2.584 0.3757
N -1.709 2.419 -1.489 -0.2100
N -2.317 2.296 -3.764 -0.0853
C -2.166 0.950 -3.985 0.5766
N -2.463 0.555 -5.228 -0.3609
N -1.747 0.145 -3.055 -0.0951
H -2.386 6.169 -1.757 0.3882
H -1.170 5.041 -1.170 0.4105
H -2.868 4.896 -0.632 0.3687
H -2.410 5.068 -4.609 0.3711
H -3.546 5.846 -3.512 0.3389
H -3.962 4.278 -4.159 0.4432
H -1.689 3.055 -0.702 -0.5048
H -2.513 2.859 -4.577 0.2806
H -2.921 1.159 -5.891 0.1986
H -2.353 -0.406 -5.505 0.2009
H -1.744 -0.822 -3.353 -0.1789
C 4.397 -3.474 -1.875 -0.6160
N 5.003 -2.690 -0.793 0.2854
C 6.187 -2.995 -0.185 -0.3598
C 6.432 -2.020 0.733 -0.3326
N 5.391 -1.137 0.674 0.2589
C 5.300 0.094 1.469 -0.6926
C 4.516 -1.560 -0.255 -0.3595
Se 2.998 -0.595 -0.850 0.0345
H 5.070 -4.293 -2.113 0.3216
H 4.272 -2.849 -2.755 0.3580
H 3.443 -3.879 -1.543 0.2275
H 6.766 -3.862 -0.456 0.5141
H 7.266 -1.882 1.401 0.5017
H 6.188 0.158 2.091 0.3132
H 4.419 0.063 2.106 0.2656
H 5.264 0.958 0.811 0.3673
```

Summary:
ΔE to the lowest compared entry with this formula, charge and spin in kcal per mole: 0.0
Frontier orbital gap in eV: 7.63
Net charge: +4

***

Below is the molecule C22H30N4O6S at a distorted geometry, with properties calculated with the ωB97M-V functional and the def2-TZVPD basis.

```
63
Properties=species:S:1:pos:R:3:mulliken_charge:R:1
C 2.057 3.565 2.105 -0.4163
O 1.154 2.971 3.013 -0.3492
C -0.195 3.289 2.793 -0.6871
C -0.757 2.745 1.468 -0.8428
N -0.463 1.343 1.328 0.3759
C 0.348 0.864 0.377 -0.2630
O 0.918 1.573 -0.436 -0.8339
C 0.682 -0.641 0.474 0.0722
C 0.126 -1.296 1.713 -0.9265
C -1.132 -1.893 1.731 0.4151
C -1.617 -2.476 2.883 -0.9564
C -0.857 -2.474 4.054 0.8949
O -1.427 -3.077 5.133 -0.4609
C -0.708 -3.112 6.342 -0.8414
C 0.397 -1.872 4.043 -0.7977
C 0.876 -1.294 2.881 -0.4044
N 0.289 -1.331 -0.751 1.1415
C 1.055 -2.485 -1.200 -0.5069
C 2.089 -3.016 -0.198 -1.2041
O 3.184 -2.177 0.059 -0.3309
C 4.041 -1.954 -1.045 -0.5741
C -0.794 -0.873 -1.411 0.2841
O -1.469 0.040 -0.955 -0.5377
C -1.160 -1.502 -2.747 -1.1635
C -0.197 -1.094 -3.888 -0.9028
C 0.835 -0.099 -3.406 0.1072
O 2.011 -0.384 -3.286 -0.6869
N 0.401 1.153 -3.076 0.0281
C -0.861 1.669 -3.144 0.4683
N -1.833 1.242 -3.874 -0.3460
C -2.938 2.013 -3.731 -0.7546
C -2.815 3.066 -2.888 -0.2284
S -1.231 3.107 -2.208 -0.0597
H 1.900 4.649 2.050 0.3015
H 1.971 3.137 1.102 0.0687
H 3.052 3.364 2.496 0.2306
H -0.347 4.380 2.818 0.3715
H -0.727 2.836 3.634 0.3804
H -1.838 2.912 1.441 0.4198
H -0.301 3.254 0.616 0.4148
H -0.918 0.697 1.954 0.1147
H 1.777 -0.668 0.518 0.6590
H -1.740 -1.894 0.839 0.4947
H -2.589 -2.942 2.904 0.4512
H 0.233 -3.661 6.234 0.3280
H -1.349 -3.635 7.050 0.2456
H -0.501 -2.105 6.717 0.3321
H 1.012 -1.850 4.929 0.4064
H 1.853 -0.834 2.883 0.5062
H 0.363 -3.311 -1.397 0.4519
H 1.577 -2.237 -2.129 0.3106
H 1.624 -3.193 0.775 0.2865
H 2.447 -3.979 -0.597 0.4985
H 4.913 -1.441 -0.644 0.2650
H 4.352 -2.905 -1.493 0.3101
H 3.575 -1.326 -1.808 0.2066
H -2.161 -1.137 -2.976 0.4677
H -1.198 -2.587 -2.657 0.6110
H -0.770 -0.635 -4.693 0.5143
H 0.338 -1.962 -4.274 0.4128
H 1.044 1.667 -2.475 0.3228
H -3.821 1.749 -4.285 0.4255
H -3.543 3.803 -2.624 0.4798
```

Summary:
ΔE to the lowest compared entry with this formula, charge and spin in kcal per mole: 50.8
Frontier orbital gap in eV: 8.84
Net charge: 0